{"formula": "C16H44AgN6O10", "method": "the ωB97M-V functional and the def2-TZVPD basis", "orbital_gap_ev": [8.11, 3.96], "total_charge": 0, "multiplicity": 2, "homo_ev": [-7.9, -7.2], "total_energy_ha": -1863.42692, "species": ["Ag", "O", "O", "O", "O", "O", "O", "O", "O", "O", "O", "N", "N", "N", "N", "N", "N", "C", "C", "C", "C", "C", "C", "C", "C", "C", "C", "C", "C", "C", "C", "C", "C", "H", "H", "H", "H", "H", "H", "H", "H", "H", "H", "H", "H", "H", "H", "H", "H", "H", "H", "H", "H", "H", "H", "H", "H", "H", "H", "H", "H", "H", "H", "H", "H", "H", "H", "H", "H", "H", "H", "H", "H", "H", "H", "H", "H"], "xyz": [[-0.612, -0.578, 1.100], [-1.185, 1.977, -2.521], [-3.457, -3.888, 0.396], [-1.232, -2.281, 4.656], [2.613, -0.329, 1.357], [-2.104, -2.363, 0.977], [0.380, -1.202, 5.419], [-0.449, 1.652, 2.206], [1.446, -1.017, -2.370], [-0.137, -1.021, 3.321], [-2.851, -3.764, 2.423], [-1.294, -0.527, -1.258], [0.773, -2.400, 0.493], [-2.865, -3.281, 1.255], [-2.763, 0.462, 1.466], [0.876, 1.004, -0.323], [-0.299, -1.468, 4.458], [-2.740, 1.919, 1.312], [-1.002, -1.657, -2.176], [0.192, -1.403, -3.100], [3.020, -1.622, 1.139], [-1.739, 2.365, 2.437], [-2.232, -1.768, -3.012], [0.603, 2.067, 2.970], [-4.118, 2.593, 1.474], [2.019, 3.027, -0.629], [3.754, 0.442, 1.622], [2.570, -0.609, -3.122], [-1.768, 2.336, -3.684], [2.513, -4.138, 0.949], [0.177, 2.338, -2.442], [0.667, 2.357, -0.907], [1.898, -2.691, 1.346], [-3.180, 0.464, 2.386], [3.447, -4.289, 1.490], [2.484, 2.666, 0.288], [-0.113, 2.865, -0.340], [4.205, 0.305, 2.605], [-2.131, 2.011, 3.391], [1.182, 0.335, -1.015], [4.512, 0.199, 0.878], [0.331, -2.276, -3.737], [3.325, -1.703, 0.096], [-2.270, -0.710, -1.074], [3.384, -1.289, -2.872], [-0.073, -0.594, -3.781], [2.883, 0.395, -2.835], [-1.530, 1.814, -4.610], [2.678, -4.356, -0.106], [0.496, 3.304, -2.835], [-1.228, 0.292, -1.845], [1.749, -4.866, 1.223], [0.345, 2.301, 4.003], [-2.234, 2.279, 0.416], [2.706, 2.808, -1.446], [-3.103, -1.765, -2.357], [-4.714, 2.057, 2.212], [-3.923, 3.628, 1.756], [-4.691, 2.443, 0.559], [-2.310, -0.901, -3.667], [1.455, 1.391, 2.886], [0.272, -3.234, 0.225], [1.615, 1.123, 0.354], [0.986, 3.009, 2.577], [-1.755, 3.409, -3.875], [2.397, -0.635, -4.198], [-3.433, 0.167, 0.770], [-2.819, 2.085, -3.540], [3.574, 1.515, 1.569], [1.947, 4.111, -0.541], [-1.621, 3.448, 2.442], [1.279, -2.355, -0.380], [0.736, 1.749, -3.170], [-0.835, -2.586, -1.631], [1.725, -2.706, 2.423], [3.860, -1.839, 1.799], [-2.266, -2.597, -3.719]], "forces_ev_per_angstrom": [[-0.009, -0.110, -0.289], [1.809, 0.425, 1.410], [-1.538, -0.150, -1.915], [0.019, 0.415, -0.905], [-0.343, 1.250, 1.102], [0.326, 1.743, -0.843], [1.533, 1.265, -0.015], [-3.026, 0.514, -0.636], [-2.080, -0.839, -0.406], [1.359, 1.176, -0.477], [-0.288, 1.147, -0.352], [0.488, -1.440, -0.233], [0.526, 0.102, -0.707], [0.985, -3.271, 2.718], [-0.288, 1.487, -0.813], [-0.580, 0.792, -0.132], [-2.538, -2.575, 1.390], [1.744, 1.121, 1.348], [0.895, 0.318, 0.327], [1.063, 0.850, 0.578], [-0.807, -2.055, -0.402], [0.658, -1.217, -0.782], [-0.661, -0.347, -1.354], [1.251, 1.495, 0.475], [0.892, -0.866, -0.146], [-0.175, 1.211, -1.077], [0.664, 0.723, -0.225], [-0.002, -0.451, -0.082], [-2.777, 0.599, -1.521], [-0.802, 1.271, 0.891], [1.683, 0.247, 1.659], [0.552, -1.605, -0.512], [2.597, -1.411, -0.034], [-0.319, -1.449, 0.248], [-0.116, -0.298, 0.067], [-0.295, 0.132, -0.084], [-0.211, 0.039, -0.089], [-0.209, -0.542, 0.263], [0.037, 0.188, 0.351], [0.027, -0.143, -0.103], [0.279, 0.156, -0.120], [0.411, -0.216, 0.174], [0.485, -0.148, -0.366], [-0.199, 0.480, 0.533], [0.164, -0.021, -0.205], [0.105, 0.387, -0.025], [-0.158, 0.169, 0.043], [0.917, -0.297, 0.039], [0.126, 0.751, -0.246], [-1.179, 0.894, 0.051], [-0.200, 0.473, 0.326], [0.211, -0.151, 0.446], [-0.023, -0.525, 0.295], [-0.262, -0.504, -0.521], [0.196, -0.035, -0.031], [-0.095, -0.439, -0.237], [0.161, 0.274, 0.469], [-0.657, 0.105, -0.208], [0.079, 0.598, -0.178], [-0.059, 0.387, 0.101], [-0.447, -0.483, 0.263], [-0.882, -0.444, 1.141], [-0.325, -0.629, -0.129], [0.139, 0.555, -0.156], [0.338, 0.202, 0.002], [-0.057, -0.008, -0.059], [-0.299, -0.904, 0.251], [-0.272, 0.109, -0.128], [-0.457, -0.083, -0.204], [0.027, 0.181, -0.128], [0.306, 0.049, 0.042], [-0.042, 1.243, -0.907], [0.429, -1.044, 0.535], [-0.111, 0.104, 0.280], [-0.750, -0.077, -0.129], [0.088, -0.437, -0.014], [-0.031, -0.414, 0.305]]}